Molecular formula: C18H53NO8
Method: DFT, wB97M-V/def2-TZVPD

Bonds (Å) are listed after each position.
Positions of all 80 atoms, in Å:
1 O -7.62 -6.80 -5.35  C14 1.439, H72 0.962
2 O -13.13 -9.17 -6.78  C10 1.412, H30 0.958
3 O -10.85 -3.42 -16.66  C16 1.408, C20 1.402
4 O -10.70 -14.24 -11.61  C23 1.411, H41 0.962
5 O -12.04 -7.22 -10.31  C17 1.447, H35 0.963
6 O -4.51 -6.70 -11.92  C12 1.435, H58 0.962
7 O -10.39 -4.07 -8.87  C27 1.434, H38 0.964
8 O -13.81 -9.38 -9.92  C19 1.425, H56 0.960
9 N -10.19 -6.93 -16.73  C22 1.463, H48 1.018, H73 1.016
10 C -11.75 -9.16 -7.07  O2 1.412, C21 1.520, H60 1.098, H63 1.091
11 C -10.37 -3.66 -11.29  C27 1.518, H36 1.095, H55 1.091, H71 1.095
12 C -4.79 -7.72 -10.94  O6 1.435, C13 1.493, H64 1.095, H67 1.097
13 C -5.85 -7.20 -10.03  C12 1.493, H40 1.097, H75 1.096, H78 1.083
14 C -7.18 -6.58 -6.70  O1 1.439, C24 1.525, H34 1.088, H61 1.093
15 C -11.40 -11.93 -11.27  C23 1.506, H42 1.096, H57 1.106, H76 1.092
16 C -10.03 -4.52 -16.36  O3 1.408, C22 1.516, H44 1.094, H74 1.104
17 C -10.93 -7.45 -11.20  O5 1.447, C26 1.498, H68 1.091, H80 1.092
18 C -13.71 -9.17 -12.31  C19 1.511, H51 1.082, H69 1.097, H79 1.092
19 C -14.57 -9.53 -11.12  O8 1.425, C18 1.511, H29 1.095, H54 1.097
20 C -11.67 -3.00 -15.61  O3 1.402, H50 1.094, H53 1.095, H66 1.096
21 C -11.14 -10.55 -6.99  C10 1.520, H59 1.090, H65 1.093, H70 1.094
22 C -10.78 -5.79 -16.02  N9 1.463, C16 1.516, C25 1.523, H52 1.094
23 C -11.62 -13.39 -10.97  O4 1.411, C15 1.506, H32 1.093, H62 1.095
24 C -7.29 -5.11 -7.10  C14 1.525, H37 1.092, H39 1.091, H43 1.092
25 C -10.88 -6.01 -14.51  C22 1.523, H28 1.093, H46 1.090, H49 1.099
26 C -9.79 -8.03 -10.40  C17 1.498, H31 1.098, H33 1.097, H77 1.088
27 C -9.59 -4.05 -10.06  O7 1.434, C11 1.518, H45 1.102, H47 1.087
28 H -9.92 -5.96 -14.00  C25 1.093
29 H -15.47 -8.91 -11.13  C19 1.095
30 H -13.60 -9.58 -7.50  O2 0.958
31 H -8.89 -8.17 -11.01  C26 1.098
32 H -12.61 -13.67 -11.35  C23 1.093
33 H -10.03 -9.05 -10.09  C26 1.097
34 H -6.13 -6.85 -6.70  C14 1.088
35 H -12.61 -8.00 -10.27  O5 0.963
36 H -11.35 -4.15 -11.38  C11 1.095
37 H -8.32 -4.75 -7.03  C24 1.092
38 H -10.96 -4.85 -8.94  O7 0.964
39 H -6.71 -4.49 -6.41  C24 1.091
40 H -6.55 -6.59 -10.62  C13 1.097
41 H -9.84 -13.80 -11.65  O4 0.962
42 H -12.09 -11.27 -10.73  C15 1.096
43 H -6.89 -4.97 -8.11  C24 1.092
44 H -9.42 -4.69 -17.25  C16 1.094
45 H -9.17 -5.07 -10.14  C27 1.102
46 H -11.60 -5.36 -14.02  C25 1.090
47 H -8.74 -3.39 -9.91  C27 1.087
48 H -9.19 -7.00 -16.55  N9 1.018
49 H -11.24 -7.04 -14.35  C25 1.099
50 H -12.08 -2.02 -15.88  C20 1.094
51 H -12.85 -9.82 -12.43  C18 1.082
52 H -11.79 -5.64 -16.40  C22 1.094
53 H -11.10 -2.87 -14.68  C20 1.095
54 H -14.90 -10.57 -11.16  C19 1.097
55 H -10.53 -2.58 -11.29  C11 1.091
56 H -14.37 -9.71 -9.22  O8 0.960
57 H -10.43 -11.55 -10.91  C15 1.106
58 H -3.79 -7.01 -12.48  O6 0.962
59 H -11.22 -10.94 -5.97  C21 1.090
60 H -11.57 -8.72 -8.05  C10 1.098
61 H -7.76 -7.22 -7.36  C14 1.093
62 H -11.62 -13.55 -9.89  C23 1.095
63 H -11.26 -8.48 -6.36  C10 1.091
64 H -3.88 -8.00 -10.40  C12 1.095
65 H -11.65 -11.21 -7.70  C21 1.093
66 H -12.54 -3.66 -15.46  C20 1.096
67 H -5.13 -8.61 -11.48  C12 1.097
68 H -11.23 -8.05 -12.06  C17 1.091
69 H -13.42 -8.12 -12.19  C18 1.097
70 H -10.08 -10.58 -7.24  C21 1.094
71 H -9.92 -3.94 -12.25  C11 1.095
72 H -8.57 -6.65 -5.33  O1 0.962
73 H -10.56 -7.80 -16.38  N9 1.016
74 H -9.30 -4.27 -15.58  C16 1.104
75 H -6.53 -7.99 -9.70  C13 1.096
76 H -11.39 -11.64 -12.32  C15 1.092
77 H -9.54 -7.44 -9.53  C26 1.088
78 H -5.49 -6.62 -9.19  C13 1.083
79 H -14.35 -9.12 -13.19  C18 1.092
80 H -10.74 -6.43 -11.52  C17 1.092

Output
Structure (SMILES): COC[C@H](C)N.CCO.CCO.CCO.CCO.CCO.CCO.CCO
Calculated total energy in eV: -37392.5912
Highest occupied orbital energy in eV: -9.6
Orbital gap in eV: 9.839
Max |F| in Eh/bohr: 0.0361
ΔE to the lowest compared entry with this formula, charge and spin in kcal/mol: 27.5